Molecular formula: C20H25N3NaO3S2
Method: DFT, ωB97M-V/def2-TZVPD

Structure (XYZ):
```
54
C20H25N3NaO3S2 ωB97M-V/def2-TZVPD
S -2.0407 2.3629 6.3662
S 0.4919 -3.5371 5.5742
Na 0.6104 0.5992 2.6585
O 1.5339 2.2599 1.5656
O 2.7811 3.3174 0.0269
O 0.7184 -0.1532 0.7361
N 0.3709 -1.4285 4.0675
N -0.8343 1.1771 4.4070
N 2.0423 1.2527 -0.5250
C -0.8023 0.2594 5.4669
C 1.3406 -3.3751 2.8480
C -0.7296 -2.2827 -4.7310
C -1.5433 3.4464 3.7429
C 2.0746 2.2825 0.4477
C 3.2812 3.0501 -1.3130
C -1.3988 2.2965 4.6901
C -1.9230 -1.6849 -6.2445
C -2.4797 0.8820 -5.6076
C 2.5560 1.8152 -1.8149
C -0.2159 -1.0618 5.2871
C -0.2053 -2.0953 6.2127
C 0.7585 -2.6723 4.0268
C -1.7655 0.7483 -3.2969
C 2.0089 -1.3407 -0.7392
C -1.4170 0.7649 6.6136
C -1.4659 -1.1639 -4.9237
C 1.2483 -2.4425 -0.4068
C 1.5905 -0.0044 -0.1249
C -1.8664 0.1018 -4.4854
H -1.2338 4.3708 4.2496
H -3.4474 0.3960 -5.8109
H -1.8153 0.7993 -6.4935
H 1.7217 2.1219 -2.4802
H -1.6148 -2.6899 -6.4148
H -0.6040 -2.0088 7.2220
H 1.0951 -3.3327 -1.1840
H 0.3825 -2.3994 -4.7761
H -2.5985 3.5425 3.4476
H 1.2837 -2.7627 1.9407
H 1.9049 -1.1793 -1.9578
H -1.4749 -1.0584 -7.0213
H 3.1726 1.0508 -2.2893
H 0.2181 -1.8940 -0.8230
H 2.3877 -3.6342 3.0654
H -1.1264 -3.1108 -4.0973
H -2.6415 1.9321 -5.3250
H -1.4994 0.2138 7.5419
H -0.9188 3.2909 2.8511
H 0.7846 -4.3121 2.6947
H -3.0090 -1.6521 -6.2032
H -1.2178 1.7698 -3.2928
H 3.0888 3.9546 -1.9043
H -1.9155 0.3836 -2.2022
H 4.3577 2.8344 -1.2620
```

Output
HOMO-LUMO gap (alpha / beta): 4.54 / 4.97 eV
net charge: +1
HOMO level (alpha / beta): -9.13 / -9.56 eV
LUMO energy (alpha / beta): -4.586 / -4.585 eV
E: -57830.6289 eV


Molecular formula: C14H11F3N4RhS3
Method: DFT, ωB97M-V/def2-TZVPD

Structure (XYZ):
```
36
C14H11F3N4RhS3 ωB97M-V/def2-TZVPD
Rh -0.1445 2.2430 -0.8994
S -4.6806 3.4607 -1.1507
S -1.8051 3.5839 -1.6353
S 0.0358 1.8977 1.4194
F 2.5583 1.6086 3.1415
F 3.5733 -0.2887 3.2907
F 1.4330 -0.1711 3.6524
N 0.6165 -0.1094 -1.2847
N -1.7741 0.9954 -0.5554
N 1.4846 0.7802 -0.4550
N -3.0544 1.4665 -0.5561
C 2.1313 0.0044 1.4503
C -5.8181 2.2023 -0.5375
C 0.1294 -2.0733 -0.5119
C -0.1108 -0.5971 -0.0724
C 2.9745 -0.9119 0.6302
C -3.1643 2.6551 -1.0419
C 2.6453 -2.1950 -0.0671
C -1.5304 -0.1622 -0.0865
C 0.8674 -1.5234 -1.7523
C 2.8116 0.4844 0.1393
C 0.8067 0.3779 0.8096
C 1.3555 -2.9274 -0.1802
C 2.0888 -2.3721 -1.4322
C 2.4387 0.3000 2.8948
H 3.6165 1.1863 -0.0172
H 1.2659 -3.9533 0.1444
H -2.3251 -0.7737 0.3286
H 2.6368 -2.8958 -2.2010
H -6.8112 2.5270 -0.8380
H -5.5855 1.2406 -0.9839
H -5.7547 2.1459 0.5458
H 3.9430 -0.9857 1.1148
H 0.4810 -1.6623 -2.7567
H 3.4492 -2.9072 0.0841
H -0.7840 -2.6504 -0.6307
```

Output
HOMO-LUMO gap (alpha / beta): 6.81 / 6.81 eV
net charge: +1
HOMO level (alpha / beta): -12.01 / -12.01 eV
LUMO energy (alpha / beta): -5.202 / -5.201 eV
E: -64308.9122 eV


Molecular formula: C18H24FeIN4O
Method: DFT, ωB97M-V/def2-TZVPD

Structure (XYZ):
```
49
C18H24FeIN4O ωB97M-V/def2-TZVPD
I -1.6246 -1.0843 -2.3854
Fe -0.4706 -0.2897 -0.5048
O -2.8329 1.6252 -0.5224
N -0.4936 2.7213 0.7843
N -1.3673 -2.7507 1.0085
N 0.0967 -3.2836 -0.4711
N 0.1224 2.7886 -1.3060
C 3.5292 -0.0732 2.1626
C 1.1234 -0.4113 2.0164
C -1.1191 -4.1027 1.1603
C 2.3615 0.2361 0.0443
C 3.5547 0.2516 0.8011
C 2.3134 -0.3958 2.7750
C -0.5928 -2.2181 0.0195
C 0.2708 3.8436 0.6197
C 1.0802 -3.2465 -1.5318
C 1.1603 -0.1124 0.6582
C -2.5361 0.7803 -3.4289
C -0.2054 -4.4397 0.2241
C -0.4725 1.9582 -0.3710
C -2.2613 -2.0169 1.8834
C 0.3592 2.4588 -2.6881
C -1.0682 2.3226 2.0432
C -1.7197 1.2383 -0.8125
C 0.6545 3.8861 -0.6889
H 4.4544 -0.0746 2.7455
H 0.4380 4.5664 1.4065
H -2.7485 1.6150 -2.7693
H 2.2769 -0.6416 3.8378
H -1.7362 -1.6870 2.7944
H -1.6211 -4.6970 1.9003
H 0.7109 -2.6450 -2.3720
H 0.2395 -5.3855 -0.0211
H 0.4420 3.3926 -3.2573
H -3.4543 0.3404 -3.8327
H 1.2944 1.8863 -2.8004
H -1.8512 1.0009 -4.2490
H 1.2462 -4.2769 -1.8609
H 1.2124 4.6471 -1.2144
H -2.0206 1.8149 1.8648
H 2.3928 0.4938 -1.0180
H -1.2458 3.2220 2.6429
H 0.1825 -0.6695 2.5099
H -3.0843 -2.6795 2.1762
H -0.4692 1.8641 -3.0828
H -2.6570 -1.1312 1.3673
H 2.0306 -2.8191 -1.1799
H -0.3924 1.6581 2.6023
H 4.4979 0.5193 0.3201
```

Output
HOMO-LUMO gap (alpha / beta): 1.86 / 5.68 eV
net charge: -2
HOMO level (alpha / beta): 2.68 / -1.19 eV
2S+1: 6
LUMO energy (alpha / beta): 4.542 / 4.491 eV
E: -69540.8577 eV


Molecular formula: C2H3N3O
Method: DFT, ωB97M-V/def2-TZVPD

Structure (XYZ):
```
9
C2H3N3O ωB97M-V/def2-TZVPD
O -0.6399 1.6765 0.0972
N -1.4282 -0.2353 -0.8603
N 0.7556 -0.2128 -0.1268
N 1.8921 0.8404 0.2957
C 1.4607 -0.0144 1.0760
C -0.4915 0.5256 -0.2456
H 1.5910 -0.4689 2.0491
H -2.3071 0.1945 -1.0990
H -1.2530 -1.1955 -1.1045
```

Output
HOMO-LUMO gap: 10.67 eV
HOMO level: -9.82 eV
structure (SMILES): NC(=O)N1C=N1
LUMO energy: 0.855 eV
E: -8637.8018 eV